[1]
Here is C19H21N3O2 in the gas phase from OMol25. Energies are from ωB97M-V with the def2-TZVPD basis set.

Summary:
HOMO energy in eV: -8.046
Kohn-Sham gap in eV: 8.56
E_LUMO in eV: 0.5
Structure (SMILES): O=C(CCCOc1ccccc1)NCCc1nc2ccccc2[nH]1
Relative energy (zero: lowest compared OMol25 entry of this formula, charge and spin) in kcal per mole: 11.7
Energy in eV: -28610.479

CARTESIAN COORDINATES (ANGSTROEM)
O: 1.362 1.075 0.286
C: 0.516 0.202 0.274
C: 0.770 -1.217 -0.218
C: 2.248 -1.472 -0.495
C: 3.061 -1.514 0.803
O: 4.437 -1.720 0.573
C: 5.210 -0.676 0.152
C: 6.549 -0.989 -0.089
C: 7.433 -0.015 -0.503
C: 7.000 1.289 -0.683
C: 5.675 1.601 -0.444
C: 4.774 0.633 -0.029
N: -0.741 0.390 0.724
C: -1.248 1.692 1.078
C: -2.293 2.171 0.059
C: -3.447 1.232 -0.016
N: -3.364 -0.068 0.035
C: -4.649 -0.541 -0.072
C: -5.135 -1.842 -0.073
C: -6.498 -2.013 -0.200
C: -7.367 -0.927 -0.324
C: -6.904 0.374 -0.324
C: -5.537 0.552 -0.196
N: -4.736 1.667 -0.154
H: 0.193 -1.356 -1.135
H: 0.392 -1.922 0.526
H: 2.374 -2.420 -1.021
H: 2.635 -0.675 -1.132
H: 2.894 -0.601 1.384
H: 2.750 -2.373 1.407
H: 6.869 -2.009 0.058
H: 8.466 -0.275 -0.686
H: 7.691 2.053 -1.007
H: 5.325 2.614 -0.581
H: 3.748 0.918 0.142
H: -1.470 -0.296 0.546
H: -0.400 2.380 1.099
H: -1.702 1.644 2.073
H: -1.818 2.232 -0.925
H: -2.647 3.167 0.330
H: -4.464 -2.681 0.022
H: -6.909 -3.011 -0.205
H: -8.426 -1.111 -0.421
H: -7.576 1.214 -0.419
H: -5.041 2.624 -0.220

=====

[2]
Here is a molecular structure, C37H43BrF6N8O4PS2Ta at a distorted geometry from OMol25. Energies are from ωB97M-V with the def2-TZVPD basis set.

Summary:
HOMO energy in eV: -12.183
Kohn-Sham gap in eV: 6.57
E_LUMO in eV: -5.6
Charge: +2
Relative energy (zero: lowest compared OMol25 entry of this formula, charge and spin) in kcal per mole: 101.1
Energy in eV: -178023.052

CARTESIAN COORDINATES (ANGSTROEM)
Ta: -0.042 -0.831 0.364
C: 0.629 2.992 3.005
C: -0.237 2.886 4.080
C: -1.244 1.935 4.022
C: -1.304 1.122 2.905
N: -0.440 1.149 1.896
C: 0.501 2.106 1.954
N: -2.531 0.309 2.726
C: -2.937 0.153 1.337
N: -2.117 -0.191 0.302
C: -2.902 -0.190 -0.812
N: -2.381 -0.620 -2.036
C: -1.574 0.360 -2.685
C: -1.544 0.419 -4.075
C: -0.786 1.412 -4.665
C: -0.112 2.317 -3.850
C: -0.198 2.162 -2.482
N: -0.896 1.188 -1.896
C: -4.211 0.162 -0.499
C: -5.393 0.284 -1.271
C: -6.538 0.651 -0.635
C: -6.559 0.906 0.768
C: -5.445 0.785 1.543
C: -4.234 0.403 0.908
H: 1.398 3.749 2.976
H: -0.160 3.553 4.926
H: -1.988 1.860 4.803
H: 1.170 2.153 1.112
H: -2.128 -0.284 -4.650
H: -0.741 1.501 -5.741
H: 0.457 3.133 -4.271
H: 0.316 2.845 -1.817
H: -5.371 0.087 -2.332
H: -7.459 0.755 -1.191
H: -7.494 1.198 1.224
H: -5.510 0.977 2.610
F: 4.304 -2.853 2.116
C: 4.061 -1.575 2.319
F: 5.147 -0.867 2.169
F: 3.550 -1.378 3.520
S: 2.789 -1.019 1.027
O: 1.746 -0.192 1.690
O: 2.004 -2.118 0.454
N: 3.709 -0.294 0.026
S: 2.921 0.320 -1.234
O: 1.481 0.310 -0.920
O: 3.339 -0.193 -2.479
C: 3.433 2.106 -1.193
F: 2.973 2.694 -2.284
F: 2.916 2.705 -0.116
F: 4.745 2.171 -1.153
C: -3.022 -5.320 2.585
C: -2.603 -4.054 1.831
C: -2.112 -4.455 0.421
C: -3.844 -3.159 1.666
P: -1.264 -3.070 2.672
N: -0.699 -2.003 1.598
C: 0.116 -4.177 3.258
C: 1.381 -3.353 3.520
C: 0.428 -5.153 2.110
C: -0.211 -4.990 4.517
C: -1.910 -2.009 4.070
C: -2.778 -2.838 5.043
C: -0.734 -1.424 4.867
C: -2.864 -0.862 3.678
H: -3.846 -5.771 2.030
H: -3.382 -5.124 3.593
H: -2.226 -6.062 2.631
H: -2.977 -4.503 -0.240
H: -1.653 -5.440 0.417
H: -1.401 -3.750 -0.011
H: -4.542 -3.677 1.010
H: -3.621 -2.195 1.208
H: -4.368 -3.003 2.609
H: 1.453 -2.527 2.820
H: 2.243 -4.001 3.382
H: 1.433 -2.959 4.530
H: 0.630 -4.639 1.170
H: -0.360 -5.887 1.957
H: 1.327 -5.702 2.388
H: -0.272 -4.366 5.408
H: 0.613 -5.687 4.676
H: -1.122 -5.579 4.436
H: -2.287 -3.761 5.343
H: -3.748 -3.091 4.617
H: -2.951 -2.253 5.948
H: -0.256 -2.190 5.473
H: -1.122 -0.677 5.560
H: 0.021 -0.952 4.239
H: -3.795 -1.229 3.248
H: -3.250 0.974 3.032
H: -3.109 -0.369 4.623
Br: -3.660 -3.260 -3.551
C: -1.893 -2.761 -3.130
C: -0.849 -3.088 -3.888
C: 0.469 -2.726 -3.422
C: 0.635 -2.189 -2.202
N: -0.412 -1.854 -1.327
C: -1.787 -1.957 -1.870
H: -0.972 -3.651 -4.801
H: 1.339 -2.960 -4.014
H: 1.631 -2.034 -1.825
H: -2.419 -2.439 -1.118

=====

[3]
Here is a molecular structure, C31H65ClMgN7O13PS at a distorted geometry from OMol25. Energies are from ωB97M-V with the def2-TZVPD basis set.

Summary:
HOMO energy (spin up / spin down) in eV: -8.255 / -8.255
Kohn-Sham gap (spin up / spin down) in eV: 3.38 / 2.05
E_LUMO (spin up / spin down) in eV: -4.9 / -6.2
Charge: +1
Spin multiplicity: 2
Energy in eV: -108321.758

CARTESIAN COORDINATES (ANGSTROEM)
C: -1.715 1.770 1.772
C: -1.087 2.169 0.433
N: -0.647 1.038 -0.421
C: -1.207 -0.228 -0.153
C: -0.327 -1.204 0.373
O: 0.960 -0.877 0.566
C: 1.834 -1.294 -0.501
C: 1.539 -0.646 -1.851
N: 2.430 -1.181 -2.878
C: 1.741 -1.545 -4.106
C: 1.284 -3.022 -4.104
C: 2.151 -3.875 -5.049
O: -0.078 -3.150 -4.506
C: -0.780 -2.503 0.705
C: 0.205 -3.491 1.282
C: -0.396 -4.744 1.923
C: -1.041 -5.733 0.954
O: -1.632 -6.680 1.382
O: -0.916 -5.503 -0.402
C: -2.114 -2.755 0.507
N: -2.950 -1.836 -0.021
N: -4.294 -2.195 -0.220
C: -2.546 -0.600 -0.371
P: -3.830 0.592 -1.106
O: -4.537 -0.347 -2.270
O: -3.016 1.697 -2.020
H: -2.748 1.442 1.633
H: -1.770 2.681 2.370
H: -1.117 1.053 2.334
H: -1.750 2.869 -0.076
H: -0.177 2.727 0.672
H: -0.683 1.268 -1.400
H: 1.787 -2.379 -0.625
H: 2.859 -1.054 -0.226
H: 1.639 0.443 -1.774
H: 0.513 -0.825 -2.188
H: 3.177 -0.535 -3.078
H: 0.882 -0.906 -4.349
H: 2.457 -1.431 -4.924
H: 1.378 -3.467 -3.113
H: 3.190 -4.043 -4.584
H: 2.261 -3.417 -6.032
H: 1.697 -4.859 -5.154
H: -0.095 -3.162 -5.468
H: 0.729 -2.951 2.077
H: 0.962 -3.802 0.566
H: 0.442 -5.298 2.351
H: -1.048 -4.527 2.765
H: -1.806 -5.349 -0.736
H: -2.555 -3.701 0.783
H: -4.411 -3.184 -0.053
H: -4.879 -1.665 0.418
H: -3.862 -0.763 -2.822
H: -2.382 1.241 -2.590
C: -0.954 -4.957 6.075
S: 0.007 -3.475 5.758
O: 0.708 -3.691 4.453
C: 1.215 -3.752 7.053
H: -1.753 -5.019 5.339
H: -0.310 -5.834 5.991
H: -1.388 -4.901 7.072
H: 1.706 -4.711 6.901
H: 0.718 -3.732 8.022
H: 1.954 -2.954 7.007
C: -6.447 6.201 -2.469
C: -6.289 4.777 -2.994
C: -6.788 3.706 -2.015
C: -5.998 3.671 -0.786
N: -5.376 3.647 0.179
H: -5.854 6.365 -1.567
H: -6.119 6.919 -3.221
H: -7.505 6.436 -2.230
H: -5.239 4.595 -3.230
H: -6.847 4.675 -3.927
H: -6.737 2.724 -2.490
H: -7.836 3.880 -1.763
C: 4.222 5.089 0.224
C: 3.939 4.530 -1.189
C: 4.651 5.389 -2.237
C: 3.999 6.757 -2.440
C: 2.507 6.614 -2.736
C: 1.764 5.760 -1.707
N: 2.470 4.471 -1.450
O: 2.230 3.643 -2.424
C: 1.591 6.550 -0.396
C: 0.347 5.488 -2.200
C: 4.529 3.120 -1.192
H: 5.158 4.688 0.612
H: 4.329 6.172 0.247
H: 3.438 4.804 0.927
H: 4.662 4.859 -3.195
H: 5.695 5.517 -1.942
H: 4.154 7.392 -1.564
H: 4.485 7.268 -3.272
H: 2.042 7.601 -2.787
H: 2.389 6.168 -3.729
H: 1.172 5.916 0.388
H: 0.902 7.381 -0.550
H: 2.512 6.990 -0.023
H: 0.331 5.026 -3.187
H: -0.218 6.416 -2.280
H: -0.186 4.833 -1.507
H: 4.036 2.490 -0.449
H: 5.588 3.169 -0.946
H: 4.446 2.636 -2.164
C: 4.140 -6.248 6.642
O: 3.719 -5.748 7.910
H: 3.263 -6.635 6.129
H: 4.582 -5.452 6.037
H: 4.864 -7.056 6.765
H: 4.497 -5.409 8.359
O: -3.894 -5.076 4.597
H: -4.070 -4.339 4.004
H: -3.707 -5.818 4.009
Cl: 4.552 -5.137 -5.322
Mg: -9.462 6.431 -1.664
N: 1.436 -7.767 2.964
O: 0.854 -7.839 4.034
O: 1.991 -6.731 2.625
O: 1.460 -8.743 2.227

=====

Question: Among the records above, which one has the highest energy?
Answer: C19H21N3O2